Record 1
Here is a structure of composition C39H42BCsN10O2SSi from the Open Molecules 2025 dataset. Energies are from the ωB97M-V functional and the def2-TZVPD basis.

Spin multiplicity: 2
Orbital gap (spin up / spin down): 6.6668 / 6.6755 eV
Total charge: -1
Energy relative to the best compared isomer or geometry (same formula, charge and spin): 0.000 eV
<S²>: 0.75

Structure (XYZ):
```
97
Properties=species:S:1:pos:R:3:forces:R:3
Cs 0.878808 -0.539537 -0.966043 0.1 0.1 0.1
C 1.408356 3.032074 -3.619168 0.0 0.0 0.0
C 2.474377 3.039002 -2.571199 0.0 0.0 0.0
C 3.663919 3.792724 -2.540473 0.0 0.0 0.0
C 4.275552 3.415255 -1.368269 0.0 0.0 0.0
N 3.491515 2.503257 -0.762562 -0.1 0.0 0.0
N 2.379807 2.269849 -1.496863 0.0 0.0 0.0
B 3.820296 1.676119 0.492108 0.1 0.0 0.0
N 2.563219 1.571358 1.378717 0.0 0.0 0.0
C 1.789213 2.580241 1.815503 0.0 0.0 0.0
C 0.854038 2.056587 2.682004 0.0 0.0 0.0
C 1.140168 0.676933 2.711483 0.0 0.0 0.0
C 0.437865 -0.419199 3.446825 0.0 0.0 0.0
N 2.170428 0.394671 1.927832 0.0 0.0 0.0
N 4.314819 0.268222 0.123551 0.0 0.0 0.0
C 4.853858 -0.641650 0.960078 0.0 0.0 0.0
C 5.031830 -1.811586 0.262259 0.0 0.0 0.0
C 4.542805 -1.523858 -1.029883 0.0 0.0 0.0
C 4.438392 -2.425008 -2.218431 0.0 0.0 0.0
N 4.114388 -0.272503 -1.102079 0.0 0.0 0.0
N 4.969830 2.398179 1.238831 0.0 0.0 0.0
C 6.297883 2.205416 1.102063 0.0 0.0 0.0
C 6.946061 3.207459 1.787876 0.0 0.0 0.0
C 5.903655 3.994657 2.318462 0.0 0.0 0.0
C 5.996686 5.236538 3.145933 0.0 0.0 0.0
N 4.723163 3.502440 1.977797 0.0 0.0 0.0
H 0.728791 3.881118 -3.508280 0.0 0.0 0.0
H 0.815211 2.120274 -3.558063 0.0 0.0 0.0
H 1.845553 3.088185 -4.616872 0.0 0.0 0.0
H 4.017319 4.504086 -3.268235 0.0 0.0 0.0
H 5.206602 3.728627 -0.924619 0.0 0.0 0.0
H 1.979230 3.592246 1.500444 0.0 0.0 0.0
H 0.089404 2.590758 3.222660 0.0 0.0 0.0
H -0.381100 -0.837868 2.851342 0.0 0.0 0.0
H 0.009973 -0.061965 4.383791 0.0 0.0 0.0
H 1.131487 -1.229872 3.668572 0.0 0.0 0.0
H 5.054716 -0.392315 1.988739 0.0 0.0 0.0
H 5.438992 -2.739637 0.627318 0.0 0.0 0.0
H 5.385970 -2.926446 -2.423021 0.0 0.0 0.0
H 4.161260 -1.842236 -3.096191 0.0 0.0 0.0
H 3.680213 -3.196904 -2.068007 0.0 0.0 0.0
H 6.680385 1.376671 0.529832 0.0 0.0 0.0
H 8.008415 3.345493 1.902199 0.0 0.0 0.0
H 6.839267 5.184134 3.836917 0.0 0.0 0.0
H 5.081595 5.371076 3.720792 0.0 0.0 0.0
H 6.134020 6.122610 2.521975 0.0 0.0 0.0
O -1.149370 -4.466324 -3.213350 0.0 0.0 0.0
S -1.001010 -3.538406 -2.110997 0.1 -0.1 0.0
O 0.287639 -3.521078 -1.440920 0.0 0.0 0.0
N -1.363556 -2.042648 -2.415711 -0.1 0.0 0.0
C -2.372229 -1.644019 -3.252060 0.1 0.0 0.0
C -3.219042 -2.448315 -4.001438 0.0 -0.1 0.0
C -4.233789 -1.910982 -4.812546 0.0 0.1 0.0
C -4.438515 -0.564630 -4.913680 0.0 0.0 0.0
C -3.596579 0.306077 -4.184178 0.0 0.0 0.0
C -3.743625 1.710565 -4.245352 0.0 0.0 0.0
C -2.913434 2.516538 -3.525449 0.0 0.0 0.0
C -1.922205 1.904424 -2.731364 0.0 0.1 0.0
N -1.752815 0.610893 -2.646408 0.1 -0.1 0.0
C -2.569576 -0.212201 -3.359455 0.0 0.0 0.0
C -2.152635 -4.087032 -0.859163 0.0 0.0 0.0
C -1.845882 -3.877897 0.480914 0.0 0.0 0.0
C -2.738736 -4.274508 1.464408 0.0 0.0 0.0
C -3.940351 -4.876801 1.108500 0.0 0.0 0.0
C -4.239720 -5.090263 -0.229442 0.0 0.0 0.0
C -3.342958 -4.701783 -1.216770 0.0 0.0 0.0
H -3.071570 -3.517260 -3.993027 0.0 0.0 0.0
H -4.861508 -2.593671 -5.373542 0.0 0.0 0.0
H -5.219705 -0.151676 -5.540152 0.0 0.0 0.0
H -4.525141 2.127619 -4.870916 0.0 0.0 0.0
H -3.002291 3.594470 -3.550735 0.0 0.0 0.0
H -1.246952 2.522725 -2.145232 0.0 0.0 0.0
H -0.897162 -3.427470 0.740053 0.0 0.0 0.0
H -2.499795 -4.106651 2.507114 0.0 0.0 0.0
H -4.638306 -5.188247 1.876360 0.0 0.0 0.0
H -5.169700 -5.570616 -0.507337 0.0 0.0 0.0
H -3.552229 -4.889733 -2.260578 0.0 0.0 0.0
C -2.325380 1.192725 0.892218 0.0 0.0 0.0
Si -2.892907 -0.572176 1.172156 0.0 0.0 0.1
C -4.149624 -1.143049 -0.088874 0.0 0.0 0.0
C -3.566291 -0.772506 2.908889 0.0 0.0 -0.1
C -4.515791 -1.755874 3.210318 0.0 0.0 0.0
C -4.977844 -1.937914 4.505870 0.0 0.0 0.0
C -4.498853 -1.138658 5.535489 0.0 0.0 0.0
C -3.560417 -0.153098 5.258879 0.0 0.0 0.0
C -3.101973 0.024094 3.961878 0.0 0.0 0.0
H -3.166212 1.886969 0.998815 0.0 0.0 0.0
H -1.939192 1.283228 -0.123039 0.0 0.0 0.0
H -1.533199 1.500820 1.575310 0.0 0.0 0.0
H -5.069809 -0.555490 -0.006156 0.0 0.0 0.0
H -4.394117 -2.200220 0.025915 0.0 0.0 0.0
H -3.742987 -1.012723 -1.092570 0.0 0.0 0.0
H -4.899865 -2.389668 2.418946 0.0 0.0 0.0
H -5.714191 -2.705257 4.713301 0.0 0.0 0.0
H -4.855904 -1.281602 6.547892 0.0 0.0 0.0
H -3.184059 0.477298 6.055427 0.0 0.0 0.0
H -2.366871 0.796326 3.764146 0.0 0.0 0.0
```
Positions in Å, forces in eV/Å.

Atom charges from the Löwdin analysis, given in e for atoms 1 to 6: 0.925, -0.042, -0.366, -0.032, -0.068, -0.004

***

Record 2
Here is a structure of composition C14H32AlF6O18S6 at a distorted geometry from the Open Molecules 2025 dataset. Energies are from the ωB97M-V functional and the def2-TZVPD basis.

Spin multiplicity: 1
Orbital gap: 3.0035 eV
Total charge: +1
Energy relative to the best compared isomer or geometry (same formula, charge and spin): 0.000 eV

Structure (XYZ):
```
77
Properties=species:S:1:pos:R:3:forces:R:3
Al 23.591508 6.768014 -5.919043 -1.4 2.2 0.0
C 21.914012 10.946826 -3.365362 0.5 -1.1 0.5
F 21.055594 10.976260 -4.373935 -0.2 0.2 -0.1
F 23.077029 11.480788 -3.738445 -0.2 0.2 -0.1
F 21.424733 11.594412 -2.326349 0.0 0.2 -0.2
S 22.218694 9.166994 -2.851721 0.1 0.5 1.2
O 20.926018 8.749731 -2.369018 -0.2 -0.2 -0.3
O 22.605306 8.451826 -4.070565 0.2 -0.6 -1.9
O 23.262885 9.213851 -1.870638 0.1 0.1 0.0
C 24.350723 7.861077 -10.957290 -0.4 -0.3 0.5
F 25.069277 8.364268 -11.934099 0.0 0.1 -0.3
F 23.056568 8.042573 -11.187312 0.0 0.2 0.0
F 24.573662 6.556615 -10.846647 0.2 -0.1 0.0
S 24.854382 8.714534 -9.390904 1.3 0.4 -0.6
O 24.289208 10.037227 -9.487124 -0.4 -0.1 0.2
O 24.251152 7.948294 -8.293023 -1.4 -0.5 1.1
O 26.286373 8.680921 -9.399357 0.1 -0.2 0.1
O 26.359823 7.238728 -6.368951 -1.4 -0.3 0.3
S 27.781691 7.312305 -6.173435 1.6 0.6 0.0
O 28.616358 7.490325 -7.313045 -0.2 -0.4 -0.2
O 28.023544 8.535408 -5.218934 -0.7 -0.3 0.0
C 29.321566 8.684210 -4.598390 0.3 -0.5 1.0
C 29.521625 10.117821 -4.228789 0.9 0.5 -0.1
C 28.371463 5.910341 -5.253072 -0.3 0.0 -0.4
H 30.129951 8.293030 -5.217374 -0.2 0.2 -0.4
H 29.321877 8.060187 -3.698419 -0.1 0.0 0.0
H 30.481065 10.218899 -3.712348 0.0 -0.2 -0.1
H 28.798265 10.535322 -3.533916 -0.4 -0.2 -0.3
H 29.627540 10.720133 -5.130445 -0.3 0.2 0.1
H 28.127586 6.013362 -4.200518 0.0 0.0 0.0
H 29.438484 5.836548 -5.441720 0.1 0.1 0.2
H 27.896124 5.036150 -5.694077 -0.1 0.0 0.1
O 22.015009 5.803402 -3.664153 0.7 0.2 -0.8
S 21.225098 5.170458 -2.657736 0.3 -0.9 1.8
O 19.806620 5.131008 -2.710540 -0.5 0.4 -0.5
O 21.767471 3.681930 -2.567372 -0.1 0.4 -0.1
C 20.935138 2.712082 -1.879417 -0.1 -0.7 -0.3
C 21.504657 1.332131 -2.165344 -0.7 0.0 0.3
C 21.721279 5.767764 -1.066277 1.1 0.4 -0.2
H 19.912234 2.784552 -2.243909 0.1 0.2 -0.2
H 20.895347 2.883221 -0.801043 0.3 0.3 -0.1
H 21.801956 1.181164 -3.199776 0.1 0.3 0.0
H 20.670904 0.645655 -1.995028 0.2 -0.2 0.2
H 22.316839 1.087342 -1.486086 0.1 -0.1 -0.1
H 21.148701 5.336448 -0.253920 -0.3 0.0 -0.2
H 21.734848 6.854778 -1.049953 -0.6 0.0 -0.1
H 22.773890 5.495116 -0.965292 -0.1 -0.2 0.0
O 19.847701 10.102737 -7.015757 -0.5 0.0 0.4
S 21.170809 9.800066 -7.433141 0.5 1.4 -0.4
O 21.771612 8.617328 -6.867517 0.8 -0.8 -0.1
O 21.208988 9.705585 -9.001386 0.0 -0.6 0.5
C 20.372547 10.646435 -9.731104 -0.5 0.3 -0.9
C 20.754640 10.500463 -11.184736 -0.2 0.1 -0.6
C 22.246176 11.209572 -7.179943 -1.0 -0.5 -0.2
H 20.521053 11.659494 -9.352948 0.2 -0.1 0.0
H 19.312477 10.413354 -9.628708 0.2 -0.2 0.5
H 20.304482 11.252410 -11.838524 0.0 0.4 0.5
H 20.342853 9.589986 -11.623542 0.4 -0.3 0.4
H 21.832028 10.552930 -11.314971 0.1 -0.1 -0.1
H 21.605049 12.074567 -7.342902 0.1 0.1 0.1
H 22.973927 11.139276 -7.978282 0.5 0.0 0.3
H 22.595890 11.195323 -6.154418 0.3 0.0 -0.2
O 20.741283 6.268594 -6.140450 1.6 -0.8 -0.4
S 19.347561 6.542777 -6.226344 -2.1 0.7 1.2
O 18.712660 6.946096 -7.434877 0.5 0.2 -0.5
O 18.610333 5.246228 -5.716678 0.7 0.0 0.2
C 17.168057 5.289164 -5.579307 -0.4 -0.2 0.3
C 16.793767 4.746875 -4.230578 -0.4 -1.1 0.8
C 18.972587 7.713884 -4.924755 0.2 -0.8 -0.2
H 16.787026 4.675584 -6.390870 -0.2 0.1 0.0
H 16.773409 6.302435 -5.640202 0.2 0.0 -0.5
H 17.091407 3.704923 -4.076705 0.4 0.1 -0.2
H 15.712929 4.666248 -4.079984 -0.1 0.5 -0.4
H 17.186432 5.316657 -3.389821 0.1 0.2 -0.2
H 17.936725 8.024570 -5.002776 0.1 0.3 -0.2
H 19.698590 8.511457 -5.039674 -0.2 0.2 0.1
H 19.102281 7.167913 -3.992482 0.3 0.1 0.1
```
Positions in Å, forces in eV/Å.

Atom charges from the Löwdin analysis, given in e for atoms 1 to 6: 1.437, -0.665, 0.145, 0.146, 0.181, 0.512

***

Record 3
Here is an isolated molecule of C3H7ClO at a distorted geometry from the Open Molecules 2025 dataset. Energies are from the ωB97M-V functional and the def2-TZVPD basis.

Spin multiplicity: 1
SMILES string: OCCCCl
Orbital gap: 11.4559 eV
Total charge: 0
Energy relative to the best compared isomer or geometry (same formula, charge and spin): 0.940 eV

Structure (XYZ):
```
12
Properties=species:S:1:pos:R:3:forces:R:3
O -1.034561 0.899978 -1.871135 1.1 0.1 -1.8
C -0.831545 0.053434 -0.759181 -3.1 0.7 0.8
C 0.343757 0.392726 0.085162 1.6 -2.4 -0.8
C 0.451831 -0.598644 1.163831 2.7 -1.8 0.7
Cl 2.282331 -0.642441 1.714952 -0.9 -0.2 -0.3
H -0.270565 1.050028 -2.495030 -0.9 -0.8 1.3
H -1.130558 -1.048303 -0.793328 1.1 1.1 -1.1
H -1.732738 0.427786 -0.180622 0.9 -0.6 0.0
H 0.214865 1.318594 0.490990 0.0 2.8 0.8
H 1.376489 0.279118 -0.331561 -1.1 0.6 -0.7
H 0.084483 -0.523309 2.133526 -1.5 0.9 1.3
H 0.246210 -1.608966 0.842397 0.1 -0.3 -0.3
```
Positions in Å, forces in eV/Å.

Atom charges from the Löwdin analysis, given in e for atoms 1 to 6: -0.081, -0.297, -0.288, -0.470, 0.440, 0.118